139
Properties=species:S:1:pos:R:3:lowdin_charge:R:1 method="wB97M-V/def2-TZVPD" charge=-1 relative_energy_kcal_mol=0.3 molar_mass_g_mol=936.1 orbital_gap_ev="4.911 / 4.889" energy_ev=-113457.382 homo_energy_ev="-2.70 / -2.68"
Ti 1.15169 -0.21655 0.12410 0.98
C -1.50325 -5.80906 -0.67972 -0.09
C -0.09443 -5.48166 -1.19185 -0.19
C 0.52768 -4.34710 -0.43505 -0.13
C 1.06079 -4.38988 0.81324 -0.13
C 1.37507 -5.62008 1.61078 -0.19
C 2.75252 -6.18196 1.22667 -0.08
C 1.55411 -3.05510 1.10360 -0.23
N 1.23267 -2.21964 0.04338 -0.01
C 0.71261 -2.98378 -0.93458 -0.21
C 0.73248 -2.56354 -2.27680 0.00
C 1.47947 -1.42641 -2.64327 -0.24
C 2.17877 -1.19820 -3.91358 -0.13
C 2.11836 -2.12413 -5.09055 -0.19
C 2.99836 -3.36683 -4.88075 -0.09
C 2.99163 -0.13125 -3.74012 -0.13
C 2.75201 0.37296 -2.39450 -0.20
C 3.27344 1.44552 -1.77149 0.08
C 2.72673 1.90972 -0.48838 -0.40
N 1.30474 1.64308 -0.20383 -0.07
C 1.66913 2.98098 -0.43037 -0.15
C 3.56100 1.96409 0.80333 -0.11
C 3.70472 0.61264 1.46697 -0.18
N 2.70387 -0.30223 1.37665 0.03
C 3.10698 -1.41777 2.09653 -0.22
C 2.39816 -2.66059 2.09190 0.07
C 4.36792 -1.18610 2.64937 -0.15
C 4.76694 0.09566 2.20946 -0.15
C 6.13111 0.71028 2.33816 -0.20
C 7.05061 0.32021 1.17007 -0.09
C 5.15693 -2.16719 3.46677 -0.20
C 5.89132 -3.21288 2.61654 -0.09
C 1.94382 3.70433 0.85628 -0.19
C 2.85880 3.06200 1.60251 -0.15
C 3.02356 3.23246 3.08972 -0.19
C 4.38223 3.73448 3.60220 -0.09
C 1.23180 4.97897 1.21173 -0.22
C 2.18702 6.12691 1.55234 -0.10
N 1.80165 -0.46089 -1.77505 0.00
C 3.97171 0.43766 -4.71813 -0.19
C 3.29587 1.33037 -5.76801 -0.09
H -1.96210 -6.61127 -1.26438 0.06
H -2.14336 -4.92651 -0.74038 0.07
H -1.47040 -6.12268 0.36566 0.06
H -0.15436 -5.22440 -2.25113 0.10
H 0.53518 -6.37401 -1.11460 0.10
H 0.61449 -6.38326 1.43454 0.10
H 1.36337 -5.38725 2.67795 0.11
H 2.77055 -6.44491 0.16693 0.07
H 3.00359 -7.07087 1.81075 0.07
H 3.52362 -5.42774 1.39040 0.06
H 0.39076 -3.23962 -3.04934 0.09
H 2.44381 -1.59848 -5.98986 0.10
H 1.08445 -2.43891 -5.25414 0.11
H 4.04496 -3.07396 -4.76957 0.07
H 2.92020 -4.05723 -5.72478 0.06
H 2.70135 -3.89165 -3.97140 0.07
H 4.06227 2.02159 -2.24825 0.12
H 4.56188 2.33388 0.54763 0.15
H 2.68798 -3.39606 2.83671 0.11
H 6.59531 0.40732 3.28145 0.10
H 6.05265 1.79656 2.35167 0.08
H 7.23024 -0.75612 1.15816 0.05
H 8.01670 0.83036 1.23073 0.06
H 6.57683 0.58578 0.22210 0.07
H 4.48219 -2.68703 4.15340 0.10
H 5.88288 -1.62888 4.08092 0.10
H 5.18142 -3.75195 1.98544 0.05
H 6.41954 -3.93918 3.24246 0.06
H 6.62006 -2.73662 1.95919 0.05
H 2.81767 2.25487 3.54211 0.12
H 2.23877 3.90908 3.43629 0.09
H 5.11436 2.92856 3.63828 0.04
H 4.28651 4.13001 4.61718 0.06
H 4.77749 4.52934 2.96344 0.07
H 0.54972 4.81579 2.05757 0.08
H 0.62010 5.25791 0.35319 0.09
H 2.76646 5.90013 2.44929 0.05
H 1.63958 7.05907 1.72477 0.06
H 2.88925 6.28702 0.73139 0.07
H 4.50178 -0.37731 -5.21836 0.11
H 4.71946 1.02217 -4.17941 0.10
H 2.55079 0.76552 -6.33151 0.06
H 4.02744 1.73384 -6.47239 0.07
H 2.78343 2.16296 -5.28261 0.08
C -3.35041 0.28228 -0.57216 -0.17
C -2.40474 -0.62315 -1.37067 -0.18
N -1.13812 0.06959 -1.55848 -0.07
C -1.33495 1.46756 -1.91467 -0.17
C -1.91312 2.20107 -0.69529 -0.15
S -0.92744 2.28136 2.72514 0.95
C -2.55783 2.76933 2.17003 -0.43
C -3.31324 1.80240 1.27789 -0.25
N -2.56338 1.23611 0.18775 -0.20
H -4.04594 0.79786 -1.25721 0.12
H -3.95429 -0.30709 0.11890 0.10
H -2.21130 -1.55395 -0.83788 0.09
H -2.88078 -0.86762 -2.32983 0.11
H -0.59171 -0.42644 -2.24462 0.08
H -0.37475 1.91030 -2.17928 0.10
H -2.02520 1.57504 -2.76651 0.11
H -1.11023 2.69736 -0.14763 0.09
H -2.63768 2.95422 -1.04730 0.12
H -3.15970 2.96903 3.05740 0.08
H -2.36422 3.72354 1.66746 0.08
H -3.66295 0.97541 1.90080 0.10
H -4.20074 2.33430 0.88999 0.12
H -1.10728 0.27409 0.88549 -0.04
C -2.12588 -0.82396 7.80101 -0.04
C -2.07429 0.12570 6.61420 -0.65
C -1.22087 1.34300 6.96828 -0.03
C -3.49093 0.55085 6.23141 -0.03
O -1.43057 -0.62255 5.57426 -0.30
P -1.24180 -0.45573 3.95362 0.92
O -1.33367 1.20167 3.90860 -0.71
O -0.33842 -0.26108 1.15536 -0.38
O -2.77345 -0.71695 3.39119 -0.30
C -3.31758 -2.03277 3.14562 -0.65
C -2.74365 -2.58664 1.84351 -0.02
C -4.81850 -1.81625 3.02102 -0.03
C -3.03480 -3.00996 4.29035 -0.04
H -2.55811 -0.32920 8.67280 0.08
H -1.11640 -1.16354 8.04407 0.09
H -2.73067 -1.70047 7.55822 0.08
H -1.58506 1.81856 7.88178 0.08
H -1.23606 2.06673 6.15399 0.07
H -0.18625 1.02504 7.11942 0.09
H -3.91411 1.17753 7.01988 0.09
H -4.13161 -0.32466 6.09605 0.07
H -3.47814 1.10956 5.29788 0.07
H -3.09000 -1.99961 0.99288 0.05
H -3.05772 -3.62438 1.70582 0.09
H -1.65372 -2.54122 1.85813 0.08
H -5.03261 -1.17852 2.16087 0.07
H -5.19914 -1.31966 3.91766 0.08
H -5.33627 -2.76930 2.89076 0.09
H -1.96308 -3.21201 4.36488 0.08
H -3.56158 -3.94808 4.11163 0.08
H -3.35934 -2.58906 5.24315 0.07